(1)
{"formula": "C17H15Cl4NO2", "method": "wB97M-V/def2-TZVPD", "e_homo_ev": -8.07, "smiles": "O=C1C(=O)C(Cl)=C(Cl)C(Cl)=C1Cl.c1ccc(C[C@H]2CCCN2)cc1", "de_lowest_ev": 0.7527, "orbital_gap_ev": 5.6593, "e_lumo_ev": -2.41, "symbols": ["C", "H", "H", "Cl", "C", "Cl", "H", "C", "H", "Cl", "C", "H", "C", "C", "C", "C", "O", "H", "C", "H", "H", "C", "C", "C", "H", "H", "H", "Cl", "O", "C", "H", "C", "N", "C", "C", "H", "H", "H", "C"], "xyz": [[-1.169, 1.421, 2.611], [2.301, 1.548, -4.493], [-0.259, -4.188, -0.744], [-2.757, 1.527, 1.991], [0.666, 0.110, -0.397], [1.441, 3.678, 4.623], [-1.618, 1.055, -1.483], [-0.499, 0.128, 2.470], [1.710, 0.027, -0.098], [-1.581, 3.757, 3.912], [0.184, 1.951, -4.233], [-0.648, -4.069, 1.019], [1.005, 0.065, 2.853], [-0.497, -3.493, 0.086], [0.080, -1.264, -0.571], [0.512, 0.774, -1.734], [1.653, -0.979, 2.724], [0.719, -2.179, 1.323], [1.573, 1.281, 3.397], [1.655, -2.767, -0.058], [-2.001, -2.851, -1.393], [1.607, 0.863, -2.595], [0.772, 2.365, 3.743], [-1.768, -2.665, -0.315], [0.067, 2.477, -5.187], [-1.913, 2.074, -3.714], [-2.673, -2.924, 0.260], [3.233, 1.203, 3.786], [-1.127, -0.913, 2.304], [-0.918, 1.764, -3.398], [-1.961, -0.610, -0.585], [-0.631, 2.415, 3.412], [-1.309, -1.301, -0.233], [0.647, -2.452, 0.257], [-0.760, 1.183, -2.144], [0.182, -1.613, -1.626], [0.084, 0.692, 0.327], [2.557, 0.439, -2.262], [1.440, 1.471, -3.836]]}

(2)
{"formula": "C17H15F25NO4S", "method": "wB97M-V/def2-TZVPD", "e_homo_ev": -1.92, "orbital_gap_ev": 4.1673, "charge": -1, "e_lumo_ev": 2.24, "symbols": ["C", "F", "F", "O", "F", "H", "F", "H", "F", "F", "F", "C", "H", "C", "F", "F", "O", "F", "H", "C", "F", "H", "F", "F", "F", "F", "C", "F", "F", "H", "H", "H", "F", "N", "C", "F", "C", "H", "C", "C", "S", "C", "F", "C", "F", "O", "F", "F", "C", "C", "C", "F", "H", "H", "F", "C", "H", "C", "C", "H", "H", "H", "O"], "xyz": [[4.619, 0.447, 1.456], [5.630, 3.799, 2.848], [6.068, 1.863, 3.729], [3.986, -0.484, 2.343], [-5.892, 3.335, -0.387], [4.039, 0.369, 0.533], [4.837, -0.899, 5.806], [0.665, -2.517, -2.015], [-0.782, -4.972, -4.127], [-0.594, -4.749, -6.849], [-6.609, 1.118, 2.440], [4.068, -0.493, 4.764], [1.427, 2.953, -0.771], [-4.919, 3.156, 0.539], [1.253, -5.249, -4.797], [5.989, -0.621, 3.337], [-3.364, 1.494, 1.386], [4.632, -2.301, 3.387], [-3.980, -0.445, 1.832], [4.576, 1.929, 1.850], [3.459, 2.168, 2.577], [1.778, 3.624, -2.395], [-3.462, -1.506, -3.279], [-5.489, 3.331, 1.752], [-3.653, 1.702, -0.770], [-5.232, 0.780, 0.367], [-0.051, -3.777, -6.071], [-0.940, -2.770, -6.016], [4.425, 2.612, 0.696], [-6.138, -0.594, 3.334], [-0.396, -3.878, -2.143], [-4.157, 3.926, 0.405], [-6.626, 0.864, 4.596], [0.683, 1.827, -2.456], [-2.583, -2.522, -3.101], [-0.830, -1.138, -3.898], [-3.637, 0.467, 2.324], [-2.908, -3.095, -2.228], [5.813, 2.484, 2.559], [4.687, -0.950, 3.441], [-0.791, 1.878, -1.593], [1.663, 2.661, -1.821], [-1.211, -1.206, -1.769], [-5.993, 0.484, 3.454], [-4.329, 2.129, 3.847], [0.739, -3.355, -3.821], [3.976, 0.847, 4.838], [-2.676, -3.311, -4.195], [-0.050, -2.996, -2.684], [-4.304, 1.763, 0.397], [0.266, -4.330, -4.679], [4.106, 2.414, -2.501], [6.696, 2.402, 1.919], [-1.745, 1.667, -2.560], [-4.001, 0.120, 4.604], [3.013, 1.866, -1.884], [0.857, -3.406, -6.551], [-1.174, -1.964, -2.892], [-4.505, 0.824, 3.547], [5.621, 0.120, 1.178], [-2.655, 0.216, 2.725], [3.066, -0.911, 4.882], [3.039, 0.798, -1.435]]}

(3)
{"formula": "C17H15F4S", "method": "wB97M-V/def2-TZVPD", "e_homo_ev": -12.28, "orbital_gap_ev": 6.9190, "charge": 1, "e_lumo_ev": -5.36, "symbols": ["C", "H", "C", "H", "H", "C", "H", "H", "H", "S", "H", "C", "C", "C", "F", "C", "C", "C", "F", "H", "F", "H", "C", "C", "F", "C", "H", "H", "H", "C", "H", "C", "H", "C", "H", "C", "C"], "xyz": [[2.312, 2.018, -0.533], [0.160, 0.348, -0.493], [-3.799, 1.176, -0.266], [2.162, 4.773, -0.524], [-5.271, 2.773, -0.227], [4.253, 5.225, -0.803], [-2.172, -0.244, -0.368], [4.866, 1.417, -1.005], [-1.567, -1.104, 1.767], [0.084, 0.717, 1.989], [2.599, 0.967, -0.493], [-3.216, 3.467, -0.174], [-1.471, 1.801, -0.244], [-0.057, 1.391, -0.226], [-4.756, 0.187, -0.298], [3.379, 2.965, -0.698], [5.563, 4.780, -0.993], [4.699, 2.492, -0.924], [4.034, 6.584, -0.744], [-2.153, 0.325, 2.673], [7.015, 2.913, -1.248], [-0.998, -0.798, 3.444], [-1.856, 3.157, -0.184], [5.738, 3.393, -1.058], [-3.581, 4.792, -0.163], [3.165, 4.370, -0.657], [-1.115, 3.954, -0.130], [6.394, 5.472, -1.088], [1.645, -1.171, 1.802], [-4.221, 2.505, -0.203], [2.268, 0.243, 2.720], [-1.299, -0.334, 2.501], [1.061, -0.843, 3.476], [1.399, -0.395, 2.537], [0.701, 3.398, -0.531], [0.991, 2.352, -0.423], [-2.464, 0.806, -0.308]]}

(4)
{"formula": "C17H15N2O4PPtSe2", "method": "wB97M-V/def2-TZVPD", "e_homo_ev": [-7.16, -9.11], "spin_multiplicity": 5, "s_squared": 6.02, "de_lowest_ev": 0.4072, "orbital_gap_ev": [7.2766, 6.3194], "e_lumo_ev": [0.12, -2.79], "symbols": ["Se", "C", "H", "C", "H", "H", "O", "N", "C", "C", "Se", "N", "P", "C", "H", "C", "C", "Pt", "C", "H", "H", "H", "C", "H", "H", "C", "O", "C", "C", "C", "H", "H", "O", "H", "O", "H", "H", "H", "C", "C", "C", "C"], "xyz": [[-0.083, -0.148, -4.202], [3.441, -1.789, -0.003], [0.694, 5.297, -1.636], [-2.338, -0.696, 2.250], [1.793, -4.737, 0.231], [-3.823, -0.905, 3.782], [0.333, -1.302, -5.221], [0.193, 1.211, 0.291], [-1.835, -0.960, 4.584], [2.359, -0.922, 0.053], [-3.936, -0.059, -1.099], [-1.048, 1.902, -1.559], [-0.399, -0.386, 0.253], [1.073, -1.428, 0.192], [1.011, -0.763, 2.762], [0.195, 4.337, -1.616], [-0.049, -0.762, 2.989], [-1.684, -0.188, -1.775], [-0.119, 2.181, -0.646], [2.519, 0.144, -0.048], [-2.167, -1.087, 5.606], [0.250, -1.007, 5.096], [0.873, -2.806, 0.251], [1.285, 3.628, 0.097], [-2.035, 2.432, -3.282], [-0.980, -0.639, 1.955], [0.276, -0.609, -2.596], [-0.476, -0.913, 4.298], [-0.750, 4.018, -2.586], [0.524, 3.420, -0.643], [0.755, 1.527, 1.066], [4.441, -1.392, -0.120], [0.486, 1.332, -4.455], [-3.068, -0.620, 1.456], [-1.761, -0.067, -3.976], [4.085, -3.833, 0.016], [-0.997, 4.701, -3.385], [-0.132, -3.207, 0.330], [-1.335, 2.778, -2.535], [-2.764, -0.857, 3.562], [1.954, -3.668, 0.193], [3.240, -3.159, 0.070]]}

(5)
{"formula": "C17H15N9", "method": "wB97M-V/def2-TZVPD", "e_homo_ev": -8.05, "smiles": "C#CCNc1nc(C)nc(-n2c(Nc3ccn[nH]3)nc3ccccc32)n1", "de_lowest_ev": 3.4268, "orbital_gap_ev": 8.1606, "e_lumo_ev": 0.11, "symbols": ["H", "C", "H", "H", "C", "C", "C", "C", "C", "C", "C", "H", "C", "N", "N", "C", "H", "N", "H", "H", "H", "H", "C", "H", "N", "N", "C", "H", "C", "N", "H", "N", "H", "C", "N", "C", "H", "H", "N", "C", "C"], "xyz": [[3.410, -2.616, 0.739], [-1.919, -3.721, -2.171], [-3.617, 3.888, 0.209], [6.338, -0.451, 2.676], [-2.024, 1.608, -0.009], [-1.692, -2.356, -1.871], [0.741, 3.975, 0.222], [4.572, 0.082, 1.158], [-0.306, 0.418, -0.653], [-4.750, 2.674, 2.811], [-4.493, 2.844, 1.665], [-3.834, 0.878, -0.279], [-0.058, 2.666, 0.031], [0.248, -0.784, -0.785], [-3.373, 1.715, -0.008], [-4.130, 2.895, 0.237], [-4.834, 2.536, 3.853], [0.477, 1.521, -0.340], [1.658, 3.906, 0.718], [-2.412, -1.528, -1.993], [-1.022, -5.768, -2.328], [2.213, 0.702, -0.107], [-0.388, -1.904, -1.345], [-4.978, 2.960, -0.501], [1.672, -2.303, -0.530], [2.448, -0.297, 0.084], [5.519, -0.700, 1.971], [4.591, 1.117, 1.002], [1.444, -1.088, -0.350], [3.847, -1.870, 1.308], [0.946, 4.403, -0.806], [-1.346, 2.699, 0.300], [-0.012, 4.657, 0.849], [0.537, -2.899, -1.122], [-1.643, 0.531, -0.565], [0.318, -4.240, -1.409], [1.112, -4.894, -1.175], [-2.857, -3.969, -2.499], [4.962, -1.898, 2.104], [3.586, -0.674, 0.829], [-0.952, -4.717, -1.921]]}

| no. | E (Ha) |
| --- | --- |
| 1 | -2702.723493 |
| 2 | -3907.331458 |
| 3 | -1454.144519 |
| 4 | -6330.669705 |
| 5 | -1149.495062 |